[1]
DFT (the ωB97M-V functional and the def2-TZVPD basis) results for 5 unconnected molecules or ions with the total composition C11H25Br6NO3 at a distorted geometry.

The total charge is -1. Its orbital gap (alpha / beta) is 0.0999 / 0.2432 Eh. The expectation value of S² is 0.75. As for the spin multiplicity: 2.

```
46
Properties=species:S:1:pos:R:3:forces:R:3
C 3.425 3.507 -1.119 -1.520 -0.063 0.860
N 2.055 4.024 -1.433 6.453 -1.461 -1.450
O 1.111 3.545 -0.835 -4.282 -1.300 2.172
O 2.136 4.964 -2.253 -1.408 2.600 -1.882
H 3.661 4.098 -0.234 0.835 -0.075 0.254
H 4.148 3.627 -1.927 -0.304 0.268 0.004
H 3.326 2.454 -0.857 0.181 0.093 0.274
Br 0.164 0.470 -0.263 0.008 0.542 0.360
C -0.373 1.438 1.377 -1.448 -0.638 -0.168
C -1.871 1.810 1.198 1.364 -0.249 -0.917
Br -2.461 2.744 2.825 -0.060 -0.433 -0.696
H 0.208 2.339 1.573 0.341 -0.360 -0.442
H -0.236 0.629 2.095 -0.014 0.544 0.314
H -2.477 0.960 0.886 -0.145 -0.183 1.073
H -1.927 2.431 0.304 -0.044 0.798 0.502
Br 2.744 -0.140 2.301 0.087 -0.045 -0.672
C 3.048 -1.298 0.711 0.085 -0.154 1.252
C 2.097 -2.543 0.803 1.487 1.645 0.476
Br 2.338 -3.483 2.571 -0.077 0.201 -1.323
H 4.120 -1.479 0.782 -0.199 -0.657 0.117
H 2.953 -0.669 -0.174 -0.773 -0.158 0.052
H 2.377 -3.191 -0.028 -0.457 -0.331 0.314
H 1.084 -2.142 0.797 0.015 -0.515 -0.162
Br -1.357 1.340 -5.233 0.663 -0.821 0.878
C -0.044 0.626 -3.859 1.104 0.852 -0.309
C 1.142 1.609 -3.927 -0.543 -0.323 0.085
Br 2.678 0.808 -2.872 -1.030 0.467 -0.932
H 0.396 -0.343 -4.092 -0.838 -0.169 -0.529
H -0.524 0.589 -2.881 -0.129 0.273 -0.348
H 0.849 2.606 -3.600 0.526 -0.091 0.682
H 1.480 1.709 -4.959 0.256 -0.296 0.214
C -3.128 -1.439 -0.588 0.184 0.097 0.035
C -2.864 -2.466 0.559 0.649 2.175 -2.151
O -2.956 -1.617 1.706 -0.801 -2.259 -0.076
C -2.711 -2.440 2.809 1.586 1.051 2.881
C -1.236 -2.595 3.127 2.039 0.419 -0.516
H -2.313 -0.745 -0.793 0.394 -0.160 0.751
H -3.321 -1.756 -1.613 -0.559 -0.781 0.281
H -3.932 -0.816 -0.196 -0.320 -0.063 -0.416
H -3.551 -3.310 0.502 -0.396 0.147 0.528
H -1.850 -2.861 0.495 0.144 -0.155 -0.015
H -2.908 -1.874 3.719 -1.496 0.188 -0.270
H -3.153 -3.424 2.967 -0.828 0.068 -1.116
H -0.912 -1.810 3.810 -0.189 -0.304 0.705
H -0.529 -2.312 2.348 -0.341 -0.442 -0.856
H -0.905 -3.575 3.471 -0.201 0.057 0.182
```
Positions in Å, forces in eV/Å.

[2]
DFT (the ωB97M-V functional and the def2-TZVPD basis) results for a molecular structure, C11H25BrF6GaO10P2S at a distorted geometry.

The total charge is -1. Its orbital gap is 0.1772 Eh.

```
57
Properties=species:S:1:pos:R:3:forces:R:3
C -0.684 -3.749 -3.190 -0.261 0.073 0.770
C -1.191 -2.313 -3.467 1.471 -0.102 -0.769
C -1.789 -2.109 -4.889 -0.612 0.409 1.047
F -1.254 -3.019 -5.831 0.026 0.044 0.283
Ga -3.824 -2.064 -5.027 0.867 0.862 -1.248
Br -4.613 0.014 -4.067 0.132 -0.356 0.134
S -4.899 -3.923 -4.089 0.566 -2.338 -0.858
O -5.501 -4.683 -5.182 -0.813 0.978 -0.162
O -4.014 -4.821 -3.352 0.084 1.020 1.023
C -6.324 -3.548 -2.932 -0.193 -0.056 -0.645
F -6.958 -4.714 -2.733 0.177 -0.161 0.347
F -5.829 -3.099 -1.771 -0.077 0.071 0.198
C -7.398 -2.541 -3.492 -0.448 -0.547 0.706
F -8.601 -3.137 -3.506 -0.182 -0.131 -0.033
F -7.513 -1.499 -2.674 0.167 0.447 -0.044
F -7.166 -2.138 -4.723 0.433 0.266 -0.323
H 0.086 -3.711 -2.402 -0.243 0.036 -0.210
H -1.489 -4.387 -2.804 0.138 0.048 -0.360
H -0.223 -4.219 -4.065 -0.255 0.215 0.083
H -1.846 -1.936 -2.670 -0.119 -0.287 -0.378
H -0.290 -1.671 -3.416 -0.289 -0.144 0.085
H -1.450 -1.115 -5.228 -0.291 -0.267 -0.032
H -4.190 -2.089 -6.583 -0.287 -0.073 0.409
C 0.206 1.562 1.898 0.137 0.105 -0.092
O -0.219 0.478 1.056 0.307 -0.375 3.368
P 0.393 -1.039 1.487 0.165 -3.435 -7.291
O 1.521 -1.099 0.498 0.096 0.729 1.422
O -0.934 -1.828 0.985 0.145 0.457 0.951
C -2.035 -1.191 0.343 -0.283 0.138 -0.247
O 0.804 -2.378 2.422 -0.988 2.589 1.813
C 1.589 -2.070 3.582 0.306 -0.082 -0.038
H -0.238 2.483 1.529 -0.031 -0.085 -0.084
H -0.130 1.394 2.923 -0.001 0.196 0.037
H 1.295 1.652 1.881 -0.013 0.048 0.007
H -1.743 -0.796 -0.630 0.033 0.061 0.065
H -2.432 -0.386 0.960 0.011 0.007 -0.074
H -2.825 -1.923 0.192 0.199 -0.236 0.078
H 1.044 -1.403 4.253 0.078 -0.084 0.120
H 2.533 -1.603 3.287 -0.020 0.002 0.041
H 1.805 -2.999 4.106 -0.090 -0.016 -0.102
C 7.191 4.190 2.680 0.103 -0.167 -0.082
O 5.814 4.053 2.298 1.074 2.702 2.116
P 4.699 4.216 3.570 -5.587 -5.924 -2.903
O 4.515 2.733 3.762 1.116 0.652 0.684
O 3.552 4.863 2.616 0.785 0.711 0.686
C 3.720 5.082 1.221 -0.030 0.012 -0.374
O 3.828 4.662 4.944 2.596 2.247 -0.507
C 4.632 4.883 6.111 -0.016 -0.191 0.199
H 7.806 4.060 1.792 -0.094 -0.033 -0.027
H 7.377 5.183 3.093 0.156 -0.003 -0.058
H 7.458 3.428 3.416 0.011 -0.012 -0.031
H 3.813 4.136 0.687 0.076 0.014 0.047
H 4.591 5.704 1.020 -0.010 -0.071 -0.026
H 2.839 5.604 0.854 -0.114 -0.025 0.228
H 5.343 5.695 5.943 -0.035 0.041 0.168
H 5.171 3.969 6.376 -0.011 0.025 0.002
H 3.975 5.155 6.934 -0.066 -0.008 -0.120
```
Positions in Å, forces in eV/Å.

[3]
DFT (the ωB97M-V functional and the def2-TZVPD basis) results for a molecular structure, C11H25ClIN2OP2Ti at a distorted geometry.

The value obtained for the energy above the lowest of the compared OMol25 structures with the same formula, charge and spin is 15.4 kcal per mole. The total charge is +2. Its orbital gap (alpha / beta) is 0.2350 / 0.2452 Eh. The expectation value of S² is 0.76. As for the spin multiplicity: 2.

```
44
Properties=species:S:1:pos:R:3:forces:R:3
C -0.756 -1.831 -3.841 -0.491 0.105 -0.338
C 0.009 -1.292 -2.692 1.779 1.937 -2.533
H -0.863 -1.073 -4.629 0.045 -0.111 0.381
H -1.758 -2.152 -3.521 0.291 -0.060 -0.127
H -0.234 -2.710 -4.250 -0.164 0.189 0.229
O 0.419 -0.066 -2.689 -1.533 -3.302 0.549
I 0.038 2.621 0.422 -0.349 0.566 -0.006
Ti 0.104 0.399 -0.796 1.060 0.292 1.597
P 2.695 0.519 -0.624 0.612 0.115 -0.312
C 3.516 1.426 0.722 -0.182 0.070 0.157
C 3.631 -1.037 -0.670 0.031 -0.186 0.106
H 4.699 -0.797 -0.587 -0.239 -0.207 -0.077
H 4.375 1.473 -2.087 -0.344 0.012 -0.094
H 3.438 -1.576 -1.605 0.175 0.131 0.186
H 2.992 0.787 -3.012 0.133 0.205 0.195
H 3.437 0.860 1.658 0.085 0.123 -0.155
H 3.333 -1.673 0.172 0.150 0.060 -0.125
C 3.280 1.368 -2.124 -0.028 0.104 -0.033
H 4.576 1.568 0.471 -0.295 -0.047 0.097
H 2.812 2.359 -2.178 0.199 -0.163 -0.078
H 3.025 2.396 0.859 0.246 -0.168 -0.015
P -2.431 0.349 -0.899 -0.737 0.557 0.055
C -3.277 0.696 0.682 0.084 -0.146 0.413
C -3.066 1.657 -1.992 0.065 0.137 -0.341
H -2.550 -1.978 -1.631 -0.389 0.078 0.055
H -3.770 -0.943 -2.440 0.115 -0.264 0.279
H -4.011 -1.465 -0.738 0.169 -0.023 -0.412
C -3.266 -1.157 -1.486 -0.121 -0.498 -0.102
H -2.298 1.937 -2.725 -0.316 0.020 0.070
H -3.957 1.286 -2.513 0.166 0.280 0.105
H -4.047 -0.069 0.845 0.138 0.337 0.061
H -3.741 1.689 0.640 0.147 -0.309 0.081
H -3.324 2.538 -1.391 0.123 -0.180 -0.256
H -2.568 0.670 1.517 -0.192 0.046 -0.100
Cl 0.725 -2.489 -1.689 -0.170 0.394 0.262
N -0.672 -2.008 1.053 -0.114 0.085 0.271
C -0.570 -2.520 2.289 0.298 0.415 -0.066
C 0.237 -1.655 3.012 -0.020 0.031 0.190
C 0.573 -0.615 2.153 -0.664 -0.772 -0.960
N 0.016 -0.842 0.926 0.026 0.010 0.611
H -1.225 -2.395 0.294 0.255 0.260 0.217
H -1.067 -3.439 2.563 0.069 0.063 -0.007
H 0.539 -1.746 4.039 -0.048 -0.082 0.071
H 1.155 0.275 2.343 -0.066 -0.100 -0.100
```
Positions in Å, forces in eV/Å.

[4]
DFT (the ωB97M-V functional and the def2-TZVPD basis) results for 3 unconnected molecules or ions with the total composition C11H25ClO6P at a distorted geometry.

The total charge is -1. Its orbital gap is 0.2124 Eh.

```
44
Properties=species:S:1:pos:R:3:forces:R:3
O 3.056 -1.161 1.223 0.447 0.564 -0.809
C 3.568 -0.643 0.241 -0.271 -1.030 1.506
O 4.621 -1.162 -0.355 -0.491 0.231 -0.110
C 4.833 -0.741 -1.730 0.306 -0.262 -0.167
C 6.211 -1.120 -2.178 0.113 -0.123 0.284
P 7.630 -0.205 -1.280 -0.499 0.382 1.266
Cl 8.973 -0.603 -3.110 0.537 -0.151 -0.717
H 3.166 0.298 -0.147 0.154 0.166 -0.480
H 4.646 0.321 -1.842 0.002 0.398 0.192
H 4.103 -1.288 -2.317 -0.350 0.001 -0.188
H 6.329 -2.194 -2.057 0.165 -0.282 0.109
H 6.300 -0.920 -3.237 0.011 0.206 -0.323
H 8.137 -1.452 -0.734 -0.016 0.015 -0.151
H 8.752 0.508 -0.692 -0.027 -0.052 -0.208
H 7.187 1.030 -1.925 0.016 -0.045 -0.130
H 6.834 0.062 -0.100 -0.032 -0.015 -0.083
O 0.455 2.002 -1.108 0.101 0.123 -0.241
C -0.086 1.584 -0.125 0.133 -0.222 0.246
O -1.040 2.346 0.454 -0.198 0.102 -0.101
C -1.874 1.857 1.505 -0.061 0.106 0.215
C -1.248 2.047 2.870 0.134 -0.034 -0.009
C 0.314 0.280 0.522 -0.408 -0.064 -0.165
H -2.146 0.819 1.323 0.035 -0.038 0.008
H -2.791 2.440 1.437 0.000 0.037 -0.066
H -0.323 1.478 2.970 -0.021 -0.050 0.004
H -1.938 1.724 3.649 -0.032 0.005 -0.007
H -1.007 3.098 3.026 -0.041 0.027 0.004
H 1.120 0.459 1.230 0.054 -0.066 0.050
H 0.678 -0.388 -0.250 0.160 0.058 -0.042
H -0.500 -0.228 1.035 0.074 0.056 0.117
O -5.362 0.705 2.411 0.030 0.169 0.261
C -5.478 0.107 1.382 0.100 -0.288 -0.081
O -6.536 0.376 0.594 -0.088 0.190 -0.060
C -6.655 -0.125 -0.739 -0.066 -0.121 -0.143
C -7.289 -1.500 -0.776 0.029 -0.038 0.112
C -4.513 -0.984 0.979 0.156 0.136 -0.261
H -5.690 -0.103 -1.247 0.016 -0.019 0.022
H -7.294 0.593 -1.248 -0.020 0.049 0.040
H -6.673 -2.241 -0.268 0.040 -0.008 -0.042
H -7.431 -1.823 -1.807 -0.003 0.010 -0.020
H -8.258 -1.479 -0.279 -0.030 0.025 -0.027
H -4.853 -1.932 1.392 -0.053 -0.019 -0.004
H -3.545 -0.751 1.407 -0.015 -0.042 0.176
H -4.382 -1.090 -0.095 -0.090 -0.089 0.022
```
Positions in Å, forces in eV/Å.

[5]
DFT (the ωB97M-V functional and the def2-TZVPD basis) results for a molecular structure, C11H25F5NO3P2TeTl at a distorted geometry.

The total charge is 0. Its orbital gap (alpha / beta) is 0.1808 / 0.2160 Eh.

```
49
Properties=species:S:1:pos:R:3:forces:R:3
C -3.240 -2.191 0.304 0.177 0.039 -0.374
C -2.045 -1.592 -0.122 -0.034 -0.279 0.740
N -1.113 -1.170 0.749 -0.488 -0.122 -0.017
C -1.344 -1.307 2.062 -0.268 -0.396 0.219
C -2.472 -1.971 2.554 -0.202 0.098 -0.112
C -3.450 -2.409 1.663 0.387 0.094 -0.193
C -1.787 -1.363 -1.584 -0.219 0.460 0.041
P -0.040 -1.194 -1.986 -0.436 0.000 -0.050
Tl 1.285 2.632 -0.193 1.219 0.728 1.264
P 0.614 0.656 2.313 0.381 0.388 0.552
C -0.339 -0.747 3.047 -0.041 -0.231 -0.361
O -3.152 0.700 -2.464 -0.463 1.803 -0.175
O -1.227 2.324 -2.345 0.835 0.861 0.314
H -3.954 -2.492 -0.466 0.080 0.003 0.404
H -2.563 -2.118 3.631 -0.100 0.049 -0.306
H -4.346 -2.923 2.009 0.188 0.156 -0.041
C 0.704 -2.813 -2.190 0.430 -0.218 0.081
C 0.140 -0.279 -3.518 0.164 0.078 -0.290
H -0.854 -0.394 3.955 0.177 -0.315 -0.245
H 0.390 -1.522 3.337 -0.306 0.170 -0.109
H -2.393 -0.367 -1.932 1.225 -1.661 0.488
H -2.231 -2.171 -2.190 0.325 0.188 0.077
C 2.078 0.557 3.419 0.192 0.053 -0.070
C -0.270 2.011 3.207 -0.087 0.059 -0.313
H -0.909 2.415 -1.386 -0.567 -0.117 -0.403
H -0.922 3.112 -2.827 -0.262 -0.307 0.194
H -2.467 1.473 -2.459 -1.141 -0.864 0.023
H -3.844 0.914 -1.816 0.259 0.113 -0.333
H 0.675 -0.548 -0.964 -0.227 -0.006 -0.169
H -0.398 2.362 0.082 -2.393 -0.521 -0.404
H 0.336 -3.301 -3.105 0.065 0.228 0.312
H 1.794 -2.679 -2.255 -0.286 -0.139 -0.021
H 0.469 -3.439 -1.318 0.074 0.205 -0.245
H -0.297 -0.865 -4.339 0.092 0.158 0.243
H -0.364 0.694 -3.442 0.159 -0.434 0.044
H 1.206 -0.105 -3.715 -0.173 -0.087 0.088
H -0.335 1.771 4.278 0.002 0.211 -0.282
H 0.274 2.956 3.060 -0.223 -0.201 0.116
H -1.276 2.107 2.775 0.190 0.114 0.194
H 1.804 0.840 4.448 0.216 -0.174 -0.269
H 2.458 -0.476 3.397 0.073 0.391 0.032
H 2.853 1.230 3.023 -0.180 -0.286 0.265
F 3.424 0.908 0.497 -0.389 -0.303 0.438
Te 4.378 1.729 -0.984 1.270 0.379 0.078
F 5.314 2.415 -2.490 0.561 0.065 -0.739
F 3.165 0.704 -2.094 -0.895 -0.649 -0.611
F 5.538 2.564 0.264 0.549 0.081 0.473
F 5.530 0.194 -0.966 0.154 -0.351 -0.014
O 3.205 3.171 -0.923 -0.064 0.491 -0.534
```
Positions in Å, forces in eV/Å.

In the order shown, the computed calculated total energy values come out to -439695.587; -200424.013; -79143.524; -45908.195; -63593.429 eV.